Here is CH2F3O3PtS as an isolated structure in a non-equilibrium geometry from the Open Molecules 2025 dataset. Energies are from ωB97M-V with the def2-TZVPD basis set.

Atoms and positions in Å:
1 Pt 1.00684 2.36101 0.08957
2 O 0.99863 0.23572 0.36591
3 H 1.80678 0.77503 -1.32647
4 H 2.81630 1.50769 -2.24636
5 S -0.27668 0.43110 1.20915
6 O 2.04526 1.64843 -1.69044
7 O -0.45755 1.96067 1.18894
8 C -1.60116 -0.06518 -0.03546
9 F -1.39435 -1.31902 -0.41615
10 F -2.79435 0.02418 0.53877
11 F -1.57306 0.72534 -1.09593

Computed properties:
largest force on an atom	0.14382	Eh/bohr
spin multiplicity	4
net charge	0
frontier orbital gap (spin up / spin down)	6.08 / 8.67	eV
LUMO (spin up / spin down)	0.265 / -1.587	eV